[1]
{"formula": "C30H49BrF2N4O2Y", "method": "wB97M-V/def2-TZVPD", "charge": 1, "homo_ev": -10.39, "homo_lumo_gap_ev": 8.018, "e_above_lowest_kcal_mol": 43.5, "symbols": ["Y", "C", "C", "N", "C", "C", "C", "C", "C", "C", "C", "N", "C", "C", "N", "N", "H", "H", "H", "H", "H", "H", "H", "H", "H", "H", "H", "H", "H", "H", "H", "H", "H", "H", "C", "C", "C", "C", "C", "C", "C", "Br", "C", "O", "C", "C", "C", "C", "C", "C", "H", "H", "H", "H", "H", "H", "H", "H", "H", "H", "H", "H", "H", "H", "H", "H", "H", "H", "H", "H", "F", "C", "F", "H", "C", "C", "O", "C", "C", "H", "H", "H", "H", "H", "H", "H", "H", "H", "H"], "coordinates": [[-0.27406, -0.06072, 1.89491], [1.73769, 0.30562, 4.71283], [2.78778, -0.03070, 3.66543], [3.13759, 1.12447, 2.84056], [3.00987, 1.05719, 1.38609], [2.15329, 2.19436, 0.87264], [2.64998, 3.22511, 0.09576], [1.82822, 4.30572, -0.18879], [0.55075, 4.34464, 0.34726], [0.12185, 3.27352, 1.10927], [-1.18502, 3.26716, 1.87544], [-0.93845, 3.25560, 3.31473], [-1.49743, 2.19170, 4.14115], [-0.43849, 1.45565, 4.95150], [0.61609, 0.98559, 4.04837], [0.89127, 2.19882, 1.32025], [2.15778, 0.94919, 5.49150], [1.37655, -0.60797, 5.18210], [2.40086, -0.82136, 3.01549], [3.66203, -0.46361, 4.15076], [3.99675, 1.56462, 3.12570], [2.55187, 0.10320, 1.10654], [3.97833, 1.06977, 0.88703], [3.67345, 3.18910, -0.25456], [2.19411, 5.12598, -0.79518], [-0.10124, 5.19619, 0.19363], [-1.76904, 2.37857, 1.60603], [-1.81081, 4.10488, 1.56579], [-1.01016, 4.17160, 3.72497], [-2.00103, 1.47632, 3.47995], [-2.27671, 2.55908, 4.81148], [-0.88484, 0.59445, 5.45265], [-0.02575, 2.10948, 5.72606], [1.01471, 1.80586, 3.59548], [2.68423, -2.99225, -5.23124], [1.76247, -3.70385, -4.22974], [0.50345, -4.19074, -4.96281], [2.50393, -4.91296, -3.66358], [1.34757, -2.72946, -3.12274], [1.53635, -2.99132, -1.77067], [1.07013, -2.06230, -0.86447], [1.28436, -2.43486, 0.99919], [0.42153, -0.87593, -1.18581], [-0.06876, -0.13191, -0.18304], [0.31485, -0.55287, -2.54664], [0.74727, -1.51707, -3.45807], [-0.26104, 0.77258, -3.10190], [0.62258, 1.27448, -4.25868], [-1.67757, 0.52402, -3.63709], [-0.30466, 1.92227, -2.08803], [3.02941, -3.70027, -5.99015], [3.56205, -2.57396, -4.73048], [2.17576, -2.17725, -5.75372], [0.77487, -4.87026, -5.77660], [-0.05561, -3.35641, -5.39743], [-0.16482, -4.72386, -4.28077], [2.81038, -5.56874, -4.48144], [1.87242, -5.50132, -2.99143], [3.40685, -4.61913, -3.11929], [2.01891, -3.89612, -1.42168], [0.60632, -1.30423, -4.51187], [0.67075, 0.58095, -5.09702], [1.64494, 1.45683, -3.91653], [0.21840, 2.21478, -4.64255], [-1.67465, -0.22095, -4.43861], [-2.10639, 1.44997, -4.03537], [-2.34007, 0.15634, -2.84586], [0.66766, 2.07474, -1.61569], [-1.03813, 1.77781, -1.29833], [-0.56888, 2.83703, -2.62747], [0.00632, -2.05228, 3.90030], [-1.21677, -1.56889, 3.33300], [-1.61403, -2.55749, 2.40702], [-1.93817, -1.61998, 4.13781], [-3.38297, -1.48083, -0.20552], [-3.09576, -0.01685, -0.00680], [-2.82258, 0.26515, 1.40017], [-4.03041, 0.53824, 2.14549], [-4.14065, -0.28673, 3.39797], [-3.61027, -1.66341, -1.25900], [-4.24055, -1.81155, 0.38643], [-2.52730, -2.09676, 0.07070], [-3.93328, 0.60932, -0.31625], [-2.22459, 0.29360, -0.56630], [-4.86891, 0.30534, 1.49076], [-4.07148, 1.60961, 2.35057], [-4.08680, -1.35060, 3.15725], [-5.10664, -0.09211, 3.87062], [-3.36982, -0.05662, 4.13054]], "lowdin_charge": [1.46, -0.19, -0.20, -0.04, -0.14, -0.25, 0.00, -0.03, -0.01, -0.25, -0.14, -0.03, -0.20, -0.19, -0.15, 0.07, 0.13, 0.11, 0.05, 0.13, 0.12, 0.07, 0.13, 0.12, 0.12, 0.12, 0.09, 0.13, 0.13, 0.06, 0.13, 0.12, 0.13, 0.08, -0.05, -0.56, -0.04, -0.07, -0.16, -0.06, -0.51, 0.95, -0.35, -0.35, -0.07, 0.02, -0.51, -0.05, -0.03, -0.05, 0.09, 0.09, 0.08, 0.09, 0.08, 0.09, 0.09, 0.09, 0.09, 0.10, 0.10, 0.07, 0.10, 0.09, 0.09, 0.09, 0.07, 0.08, 0.06, 0.09, -0.14, -0.41, -0.12, 0.07, -0.04, -0.24, -0.29, -0.24, -0.06, 0.09, 0.09, 0.07, 0.13, 0.06, 0.12, 0.12, 0.09, 0.10, 0.05]}

=====

[2]
{"formula": "C30H49N10O2SSiY", "method": "wB97M-V/def2-TZVPD", "charge": 2, "homo_ev": -11.19, "homo_lumo_gap_ev": 5.576, "e_above_lowest_kcal_mol": 25.2, "symbols": ["Y", "C", "C", "C", "C", "C", "C", "N", "C", "C", "C", "C", "C", "N", "C", "C", "C", "C", "C", "C", "N", "H", "H", "H", "H", "H", "H", "H", "H", "H", "H", "H", "H", "H", "H", "H", "N", "N", "C", "N", "N", "N", "O", "O", "H", "H", "H", "H", "H", "C", "Si", "C", "C", "H", "H", "H", "H", "H", "H", "H", "H", "H", "C", "C", "C", "C", "N", "C", "S", "N", "C", "C", "C", "C", "H", "H", "H", "H", "H", "H", "H", "H", "H", "H", "H", "H", "H", "H", "H", "H", "H", "H", "H", "H"], "coordinates": [[-0.22628, -1.49563, -0.76600], [-3.55840, -0.31099, -2.01330], [-2.67790, -0.21407, -3.24938], [-3.09961, 0.26272, -4.48601], [-2.17001, 0.29728, -5.53031], [-0.88629, -0.11623, -5.33864], [-0.48322, -0.48461, -4.04975], [-1.39209, -0.52394, -2.98241], [0.90829, -1.02267, -3.78897], [1.90784, -0.57189, -4.66082], [3.21471, -0.98295, -4.39250], [3.44056, -1.81092, -3.33608], [2.34458, -2.22842, -2.50780], [1.16025, -1.77354, -2.74637], [2.51888, -3.20361, -1.35132], [3.67231, -4.00721, -1.37074], [3.78361, -5.00132, -0.39292], [2.65596, -5.21648, 0.44127], [1.53869, -4.42485, 0.35032], [0.41467, -4.73868, 1.24930], [1.50583, -3.36235, -0.55310], [-4.47314, 0.27969, -2.17110], [-3.05610, 0.06297, -1.14162], [-3.85609, -1.34755, -1.77941], [-4.14249, 0.44917, -4.59346], [-2.48320, 0.64554, -6.52813], [-0.16039, -0.17695, -6.15266], [1.73183, 0.13298, -5.54135], [4.08091, -0.63912, -5.00012], [4.44359, -2.12424, -3.04723], [4.51269, -3.79613, -2.06579], [4.72431, -5.62370, -0.31993], [2.70459, -5.93475, 1.17940], [0.78515, -5.13010, 2.16963], [-0.33269, -5.44142, 0.88100], [-0.22917, -3.91258, 1.56368], [-1.46610, -3.64284, -1.98203], [-2.75682, -4.02819, -1.53844], [-3.23941, -3.42546, -0.46267], [-4.56407, -3.57219, -0.23056], [-2.34747, -2.63227, 0.16031], [-2.73880, -1.75407, 1.14215], [-1.88592, -0.90146, 1.39045], [-3.83533, -1.84311, 1.65964], [-1.45437, -3.26341, -2.93136], [-0.90152, -4.46014, -1.93562], [-3.28911, -4.81745, -1.95329], [-5.16293, -3.88512, -1.00085], [-4.95256, -3.05390, 0.58967], [0.82092, 0.42901, 2.61639], [1.61048, -0.78469, 1.36798], [2.87757, 0.18023, 0.37218], [2.47532, -1.85078, 2.57433], [-0.19545, 0.23715, 2.93568], [0.90777, 1.45807, 2.37792], [1.36655, 0.31294, 3.56585], [3.35528, 0.95386, 0.92508], [2.42315, 0.54614, -0.60140], [3.70268, -0.53047, 0.08925], [3.20656, -1.27756, 3.22545], [3.05797, -2.70399, 2.23071], [1.66904, -2.25203, 3.29567], [2.99015, 4.77306, 4.43282], [2.62787, 4.06997, 3.14140], [1.46398, 4.78815, 2.41444], [1.38643, 4.50708, 0.89529], [1.08461, 3.14483, 0.40161], [-0.10422, 2.71024, 0.11886], [-0.39949, 1.28940, -0.86176], [-1.21330, 3.44857, 0.24534], [-1.68300, 4.39636, 1.29667], [-3.15470, 4.15625, 1.58710], [-3.37277, 2.69769, 1.99726], [-2.62765, 2.33450, 3.29743], [3.76194, 4.20670, 4.97015], [2.07082, 4.85331, 5.11758], [3.43419, 5.75811, 4.24239], [2.24750, 3.07280, 3.33098], [3.47924, 3.97112, 2.46617], [1.72450, 5.86320, 2.49593], [0.53188, 4.75729, 3.01329], [2.27846, 4.79841, 0.36474], [0.59491, 5.19062, 0.57924], [1.78844, 2.39367, 0.39995], [-1.96415, 2.88521, -0.09658], [-1.52465, 5.38913, 0.88745], [-1.01349, 4.22666, 2.15159], [-3.74896, 4.39453, 0.70334], [-3.49901, 4.82623, 2.37775], [-2.93760, 2.05319, 1.22656], [-4.40731, 2.41398, 2.13571], [-1.54372, 2.30977, 3.12080], [-2.90182, 1.30443, 3.66221], [-2.87466, 3.06386, 4.02446]], "lowdin_charge": [1.21, -0.02, -0.31, 0.02, -0.02, -0.01, -0.17, 0.01, -0.22, 0.03, -0.02, 0.02, -0.19, 0.04, -0.25, 0.01, 0.01, 0.00, -0.29, -0.03, 0.03, 0.10, 0.03, 0.06, 0.12, 0.14, 0.12, 0.15, 0.14, 0.12, 0.12, 0.15, 0.10, 0.09, 0.09, 0.07, 0.04, 0.02, -0.42, 0.21, 0.05, -0.41, -0.03, 0.10, 0.11, 0.09, 0.19, 0.14, 0.13, -0.24, 0.38, -0.28, -0.27, 0.00, -0.03, 0.04, 0.01, 0.00, 0.04, 0.06, 0.00, 0.06, -0.11, -0.28, -0.19, -0.13, 0.07, -0.72, 0.64, 0.02, -0.16, -0.17, -0.25, -0.08, 0.07, 0.11, 0.08, 0.08, 0.11, 0.12, 0.11, 0.13, 0.11, 0.11, 0.06, 0.12, 0.09, 0.12, 0.13, 0.07, 0.11, 0.05, 0.10, 0.06]}